Record 1
ORCA calculation (the ωB97M-V functional and the def2-TZVPD basis) on a structure of composition C4H5CoO.

Each line ends with the Mulliken charge.
CARTESIAN COORDINATES (ANGSTROEM)
H (0.04242, 2.44717, 0.48617)  0.28
C (0.82645, -1.91239, -0.15498)  -0.61
C (0.13975, -0.89495, 0.38932)  -0.05
C (0.53379, 0.50698, 0.34305)  -0.30
C (-0.29556, 1.51385, -0.04341)  0.16
O (-1.58895, 1.39415, -0.24682)  -0.69
Co (-2.68443, 1.99015, -1.34730)  0.99
H (1.78213, -1.74738, -0.66082)  0.26
H (-0.81880, -1.11099, 0.87308)  0.30
H (0.46931, -2.94100, -0.07993)  0.27
H (1.59390, 0.75442, 0.44164)  0.38

Values from the calculation:
Charge: +1
Total energy (hartree): -1612.980197
Multiplicity: 4
HOMO energy (spin up / spin down) (eV): -13.462 / -13.327

Record 2
ORCA calculation (the ωB97M-V functional and the def2-TZVPD basis) on a structure of composition C4H5CuO2.

Each line ends with the Mulliken charge.
CARTESIAN COORDINATES (ANGSTROEM)
H (0.49773, -1.08094, -1.77034)  0.37
O (-1.91735, 1.70344, 0.71461)  -0.29
C (-0.81405, 1.01223, 0.37933)  0.21
C (-0.82555, -0.34062, 0.40520)  -0.42
C (0.45308, -0.95737, 0.79908)  -0.03
C (1.43827, -1.25517, -0.05669)  0.24
O (1.45150, -0.97448, -1.39159)  -0.46
Cu (2.75611, 0.00795, -2.16886)  0.92
H (-1.82870, 2.63246, 0.48173)  0.41
H (0.05725, 1.62084, 0.12615)  0.32
H (-1.72948, -0.84757, 0.74665)  0.35
H (0.46119, -1.52076, 1.73473)  0.39

Values from the calculation:
Charge: +2
Energy above the lowest of the compared OMol25 structures with the same formula, charge and spin (eV): 0.000
Total energy (hartree): -1945.465044
Multiplicity: 3
HOMO energy (spin up / spin down) (eV): -19.133 / -19.453

Record 3
ORCA calculation (the ωB97M-V functional and the def2-TZVPD basis) on a structure of composition C4H5ErO5.

Each line ends with the Mulliken charge.
CARTESIAN COORDINATES (ANGSTROEM)
O (-1.00962, -1.50789, -1.02197)  -0.36
C (-2.22885, -0.99182, -1.06732)  0.95
C (-0.09370, -0.52807, -0.18817)  -0.14
O (-3.12920, -1.74273, -1.45057)  -0.64
O (-2.33581, 0.17087, -0.53624)  -0.25
C (-1.01497, 0.69808, -0.18768)  -0.33
Er (-1.93658, -3.59365, -2.26814)  1.58
H (0.77799, -0.41123, -0.83611)  0.29
H (-0.03967, -1.02811, 0.78265)  0.30
H (-0.74503, 1.43402, -0.95014)  0.30
H (-1.10758, 1.16703, 0.79310)  0.31
O (3.52735, 1.99649, 2.25825)  -0.32
C (3.00842, 1.27606, 1.18347)  0.31
O (1.94032, 0.72901, 1.50505)  -0.37
H (4.38692, 2.33196, 1.98381)  0.37

Values from the calculation:
Charge: +2
Energy above the lowest of the compared OMol25 structures with the same formula, charge and spin (eV): 0.000
Total energy (hartree): -1545.936866
Multiplicity: 4
HOMO energy (spin up / spin down) (eV): -15.422 / -17.108

Record 4
ORCA calculation (the ωB97M-V functional and the def2-TZVPD basis) on a structure of composition C4H5F2LiLuO2.

Each line ends with the Mulliken charge.
CARTESIAN COORDINATES (ANGSTROEM)
O (-1.09642, 3.14168, -1.04607)  -0.72
C (-0.63008, 2.47349, -2.20757)  -0.41
C (-1.00679, 1.00038, -2.02884)  0.32
Li (-0.59474, 1.65812, 0.37577)  0.79
H (0.46491, 2.58796, -2.32518)  0.26
H (-1.09695, 2.89070, -3.13983)  0.21
F (-0.73223, 0.38981, -3.36418)  -0.32
C (-2.45309, -0.81952, 0.05954)  0.18
C (-3.68709, -1.28468, -0.06441)  -0.57
O (-2.39146, 0.92715, -1.84024)  -0.47
H (-1.51770, -1.39035, -0.01135)  0.31
F (-2.34062, 0.40921, 1.04231)  -0.36
H (-4.55341, -0.64712, 0.11645)  0.21
H (-3.82936, -2.24535, -0.55589)  0.25
Lu (-3.22320, 2.84004, -1.14501)  0.33

Values from the calculation:
Charge: 0
Energy above the lowest of the compared OMol25 structures with the same formula, charge and spin (eV): 2.316
Total energy (hartree): -1748.542711
Multiplicity: 2
HOMO energy (spin up / spin down) (eV): -5.710 / -5.630

Record 5
ORCA calculation (the ωB97M-V functional and the def2-TZVPD basis) on an isolated molecule of C4H5F2N3O2S.

Each line ends with the Mulliken charge.
CARTESIAN COORDINATES (ANGSTROEM)
C (2.20615, -0.46622, 2.57648)  0.20
C (0.30127, -0.57334, 0.51040)  -0.02
C (-1.36599, -0.11339, -1.73589)  -0.95
C (3.39442, -1.26602, 2.78222)  0.47
N (1.48512, 0.45451, 2.91339)  -0.35
N (-0.14889, 0.39597, 1.12813)  -0.17
N (0.40550, 0.92670, 2.24537)  -0.10
O (1.06981, -1.15644, -1.84532)  -0.60
O (-0.71278, -2.53370, -0.83311)  -0.60
F (3.07810, -2.53903, 3.10636)  -0.22
F (4.17036, -0.79679, 3.80990)  -0.24
S (-0.12120, -1.24676, -1.04917)  1.16
H (-2.27790, -0.22290, -1.16550)  0.32
H (-0.97331, 0.89310, -1.67457)  0.33
H (-1.51485, -0.40322, -2.76847)  0.35
H (4.03052, -1.28992, 1.87729)  0.13
H (-0.18336, 1.55153, 2.77683)  0.28

Values from the calculation:
Charge: 0
Energy above the lowest of the compared OMol25 structures with the same formula, charge and spin (eV): 4.000
Total energy (hartree): -1067.858777
HOMO energy (spin up / spin down) (eV): -8.988 / -9.271

Record 6
ORCA calculation (the ωB97M-V functional and the def2-TZVPD basis) on a structure of composition C4H5F3KO2.

Each line ends with the Mulliken charge.
CARTESIAN COORDINATES (ANGSTROEM)
K (-7.96325, 17.47925, -29.71487)  1.00
C (-2.68738, 20.99104, -30.22309)  -1.18
C (-4.16594, 20.95249, -29.82631)  -0.17
O (-4.30698, 20.29403, -28.52931)  -0.25
C (-5.38689, 19.61874, -28.16273)  0.42
O (-6.38251, 19.50412, -28.87090)  -0.63
C (-5.34158, 18.95110, -26.75070)  0.86
F (-4.73539, 17.76284, -26.80589)  -0.23
F (-4.74735, 19.74310, -25.85654)  -0.21
F (-6.59437, 18.72246, -26.35238)  -0.23
H (-2.01747, 21.50931, -29.53700)  0.32
H (-2.59877, 21.51798, -31.17314)  0.39
H (-2.21616, 20.04900, -30.50346)  0.34
H (-4.73628, 20.42831, -30.59316)  0.29
H (-4.53737, 21.97072, -29.71084)  0.28

Values from the calculation:
Charge: +1
Energy above the lowest of the compared OMol25 structures with the same formula, charge and spin (eV): 0.203
Total energy (hartree): -1205.259019
HOMO energy (eV): -15.147

Record 7
ORCA calculation (the ωB97M-V functional and the def2-TZVPD basis) on an isolated molecule of C4H5FN2O.

Each line ends with the Mulliken charge.
CARTESIAN COORDINATES (ANGSTROEM)
C (-1.10516, 0.48543, -0.34229)  -0.66
C (-0.71864, -0.76802, 0.06080)  0.50
C (0.67299, -0.68645, 0.31408)  0.44
C (1.11473, 0.59453, 0.05559)  -0.50
H (0.57896, 2.76807, -1.49051)  0.25
H (0.29056, 3.19183, 0.06306)  0.25
H (-2.08452, 0.86980, -0.64847)  0.35
H (-0.96216, -2.59591, 0.51448)  0.32
H (2.11269, 1.03122, 0.14489)  0.39
N (-0.03608, 2.62945, -0.72186)  -0.89
N (0.01091, 1.28572, -0.34503)  0.40
O (-1.51858, -1.86103, 0.20554)  -0.55
F (1.40064, -1.72622, 0.74571)  -0.30

Values from the calculation:
Charge: 0
Energy above the lowest of the compared OMol25 structures with the same formula, charge and spin (eV): 1.583
Total energy (hartree): -439.979776
HOMO energy (eV): -8.210
SMILES string: Nn1cc(O)c(F)c1

Record 8
ORCA calculation (the ωB97M-V functional and the def2-TZVPD basis) on a cluster of 2 separate species, C4H5FN2O3 in total.

Each line ends with the Mulliken charge.
CARTESIAN COORDINATES (ANGSTROEM)
C (1.44392, 0.92312, -0.09304)  0.48
C (2.12984, -0.42795, -0.12594)  0.59
C (-1.97286, -0.35309, -0.04312)  0.55
C (0.43390, 1.29171, 0.71804)  -0.51
N (-1.61907, -0.91285, 0.97629)  -0.54
N (-1.89296, 0.17687, -1.09879)  -0.32
O (3.30854, -0.63577, -0.32424)  -0.55
O (2.05882, 1.94395, -0.82588)  -0.52
O (1.27781, -1.46558, 0.17529)  -0.52
F (0.01416, 2.56417, 0.88224)  -0.26
H (-0.14661, 0.53311, 1.20626)  0.56
H (0.36144, -1.05107, 0.36527)  0.32
H (-1.93302, -1.40346, 1.72994)  0.12
H (2.89435, 1.54356, -1.18066)  0.35
H (-2.22258, 0.85275, -1.74307)  0.26

Values from the calculation:
Charge: 0
Energy above the lowest of the compared OMol25 structures with the same formula, charge and spin (eV): 2.553
Total energy (hartree): -590.456711
HOMO energy (eV): -9.421
SMILES string: O=C(O)/C(O)=C/F.N=C=N

Record 9
ORCA calculation (the ωB97M-V functional and the def2-TZVPD basis) on an isolated molecule of C4H5FO.

Each line ends with the Mulliken charge.
CARTESIAN COORDINATES (ANGSTROEM)
C (1.38907, 0.47257, 0.07351)  -0.22
C (-0.15112, 0.49470, -0.04729)  0.65
C (-0.79684, -0.81642, -0.04976)  -0.38
C (-2.09900, -0.74276, 0.06196)  -0.40
H (1.79376, 1.13471, -0.71888)  0.24
H (1.89444, 0.74305, 1.13868)  0.20
H (-0.25101, -1.72202, -0.43086)  0.29
H (-2.96117, -1.50734, -0.13013)  0.28
H (-2.44923, 0.23207, 0.80089)  0.15
O (-0.76929, 1.52555, -0.10238)  -0.52
F (2.00832, -0.83704, -0.00790)  -0.30

Values from the calculation:
Charge: 0
Energy above the lowest of the compared OMol25 structures with the same formula, charge and spin (eV): 1.671
Total energy (hartree): -330.426351
HOMO energy (eV): -10.310
SMILES string: C=CC(=O)CF

Record 10
ORCA calculation (the ωB97M-V functional and the def2-TZVPD basis) on an isolated molecule of C4H5FO.

Each line ends with the Mulliken charge.
CARTESIAN COORDINATES (ANGSTROEM)
C (-0.80322, 0.07434, 0.49515)  0.49
C (0.03318, -1.17240, 0.23624)  -0.51
C (1.35254, 0.69435, -0.12786)  -0.30
C (0.15617, 1.15745, 0.24337)  -0.67
H (-1.36951, 0.19696, 1.48894)  0.24
H (-0.64649, -1.63551, -0.54729)  0.28
H (0.22637, -1.73050, 1.14713)  0.28
H (2.27552, 1.08849, -0.36476)  0.49
H (-0.17782, 2.14030, 0.20011)  0.41
O (1.37069, -0.66662, -0.27221)  -0.40
F (-1.74507, 0.08342, -0.53643)  -0.31

Values from the calculation:
Charge: 0
Energy above the lowest of the compared OMol25 structures with the same formula, charge and spin (eV): 0.661
Total energy (hartree): -330.463462
HOMO energy (eV): -9.074
SMILES string: F[C@@H]1C=COC1